1.
9 unconnected molecules or ions with the total composition C2H22N4O9 in a non-equilibrium geometry. Source: the Open Molecules 2025 dataset; level of theory: the ωB97M-V functional and the def2-TZVPD basis.

```
! RIJCOSX wB97M-V def2-TZVPD def2/J DEFGRID3
* xyz 0 1
N 0.168 -1.111 2.677
C -0.225 -0.208 3.638
N 0.088 -0.572 4.932
O -0.843 0.800 3.392
H -0.018 -0.827 1.731
H 0.517 -2.007 2.953
H 0.457 -1.468 5.191
H -0.212 0.043 5.664
N -1.633 -1.673 -1.699
C -1.194 -1.116 -2.881
N -1.999 -1.324 -3.961
O -0.142 -0.510 -2.938
H -2.522 -2.129 -1.612
H -0.944 -1.600 -0.966
H -1.810 -0.987 -4.887
H -2.949 -1.647 -3.883
O -2.192 3.332 1.408
H -2.093 2.422 1.108
H -1.839 3.867 0.692
O -2.407 0.814 -0.358
H -2.631 0.000 -0.831
H -3.076 1.455 -0.619
O 3.000 1.075 1.331
H 3.657 0.804 0.686
H 2.160 0.728 0.999
O 0.727 -2.699 -0.017
H 1.478 -2.101 0.039
H 0.658 -3.093 0.857
O 0.440 0.548 -0.102
H 0.739 0.633 -1.016
H -0.515 0.425 -0.179
O 2.838 0.235 -1.934
H 3.297 0.199 -2.779
H 3.020 -0.605 -1.505
O 2.261 3.044 -1.622
H 1.358 3.168 -1.926
H 2.383 2.084 -1.583
*
```

Properties
highest occupied orbital energy: -0.357 Ha
relative energy (zero: lowest compared OMol25 entry of this formula, charge and spin): 64.7 kJ/mol
Kohn-Sham gap: 9.697 eV

Results of the natural (NBO) charge analysis, in e, for atoms 1 through 4:
1. N -0.874
2. C 0.778
3. N -0.860
4. O -0.635

***

2.
9 unconnected molecules or ions with the total composition C2H22O8S2 in a non-equilibrium geometry. Source: the Open Molecules 2025 dataset; level of theory: the ωB97M-V functional and the def2-TZVPD basis.

```
! RIJCOSX wB97M-V def2-TZVPD def2/J DEFGRID3
* xyz 0 1
C -1.089 0.026 -2.117
C 0.229 0.253 -1.398
S 1.648 -0.669 -2.026
S 3.253 -0.531 -0.685
H -1.466 -0.942 -1.853
H -0.893 0.115 -3.193
H -1.811 0.789 -1.814
H 0.133 0.043 -0.310
H 0.397 1.297 -1.184
H 3.563 0.725 -0.687
O -0.375 3.999 0.597
H -0.480 4.102 -0.367
H -0.447 3.063 0.764
O -0.066 -0.373 1.826
H 0.291 0.527 1.773
H -1.024 -0.503 1.724
O 0.096 -3.134 -1.130
H 0.662 -3.225 -1.889
H -0.465 -3.915 -1.161
O 0.899 3.354 -2.464
H 0.194 2.697 -2.459
H 1.478 2.895 -3.080
O -1.862 -3.862 0.434
H -1.029 -3.416 0.587
H -2.385 -3.220 -0.030
O -2.664 0.008 2.260
H -2.727 -0.815 2.775
H -2.084 0.481 2.872
O 1.506 2.447 1.754
H 2.379 2.214 1.433
H 1.331 3.294 1.309
O 1.108 -2.689 2.893
H 0.846 -3.263 2.195
H 0.855 -1.773 2.654
*
```

Properties
highest occupied orbital energy: -0.329 Ha
relative energy (zero: lowest compared OMol25 entry of this formula, charge and spin): 124.8 kJ/mol
Kohn-Sham gap: 8.999 eV

Results of the natural (NBO) charge analysis, in e, for atoms 1 through 4:
1. C -0.621
2. C -0.589
3. S 0.087
4. S -0.098

***

3.
A molecular structure, C2H23HgO10 in a non-equilibrium geometry. Source: the Open Molecules 2025 dataset; level of theory: the ωB97M-V functional and the def2-TZVPD basis.

```
! RIJCOSX wB97M-V def2-TZVPD def2/J DEFGRID3
* xyz 1 1
Hg -0.732 2.759 -1.650
C -0.975 -1.174 -0.832
C 0.247 -0.438 -0.429
O -0.103 0.896 -0.224
H -0.889 -2.243 -0.817
H -1.161 -0.811 -1.877
H -1.807 -0.894 -0.283
H 1.037 -0.607 -1.121
H 0.674 -0.753 0.503
O 0.805 0.900 2.367
H 0.500 0.918 1.482
H 1.581 1.370 2.523
O -0.273 -2.824 1.763
H -1.157 -3.133 1.849
H -0.430 -2.051 1.277
O 2.947 -1.697 -1.961
H 3.157 -0.876 -2.405
H 1.995 -1.728 -1.710
O 2.675 1.523 -0.005
H 1.769 1.284 -0.035
H 2.889 1.956 -0.849
O -1.788 2.741 0.979
H -2.101 3.130 1.780
H -1.069 2.044 1.144
O -2.525 0.337 2.324
H -1.883 0.610 2.971
H -2.765 1.027 1.799
O 2.411 -2.855 1.290
H 2.719 -2.191 1.878
H 1.490 -2.985 1.482
O 0.221 0.983 -3.143
H 0.187 0.072 -3.075
H 0.846 1.085 -3.831
O -2.725 1.400 -1.414
H -2.230 0.788 -0.823
H -3.535 1.439 -0.926
*
```

Properties
highest occupied orbital energy: -0.472 Ha
relative energy (zero: lowest compared OMol25 entry of this formula, charge and spin): 206.5 kJ/mol
Kohn-Sham gap: 4.487 eV

Results of the natural (NBO) charge analysis, in e, for atoms 1 through 4:
1. Hg 1.528
2. C -0.648
3. C -0.113
4. O -0.908

***

4.
9 unconnected molecules or ions with the total composition C2H23NO8S in a non-equilibrium geometry. Source: the Open Molecules 2025 dataset; level of theory: the ωB97M-V functional and the def2-TZVPD basis.

```
! RIJCOSX wB97M-V def2-TZVPD def2/J DEFGRID3
* xyz 0 1
N 0.333 -1.538 0.679
C -0.446 -1.165 -0.506
C -1.293 -2.320 -0.966
S -2.498 -1.818 -2.230
H 0.825 -0.727 1.028
H -0.279 -1.858 1.405
H 0.245 -0.853 -1.264
H -1.065 -0.303 -0.327
H -0.662 -3.096 -1.432
H -1.819 -2.759 -0.141
H -2.840 -0.642 -1.668
O 3.131 1.214 0.318
H 2.353 1.490 0.854
H 2.962 1.559 -0.580
O 0.816 1.988 1.760
H -0.094 1.615 1.869
H 0.711 2.907 2.025
O -2.673 1.342 -0.717
H -2.443 1.244 0.245
H -1.856 1.742 -1.135
O -0.013 2.248 -1.351
H 0.701 1.853 -1.900
H 0.317 2.224 -0.437
O 2.376 1.166 -2.346
H 2.715 0.270 -2.105
H 2.832 1.427 -3.143
O -1.719 0.895 1.971
H -2.306 1.258 2.635
H -1.756 -0.051 2.157
O -2.091 -1.688 2.617
H -2.698 -2.163 2.084
H -1.682 -2.322 3.241
O 3.487 -1.028 -1.241
H 2.812 -1.647 -0.930
H 3.616 -0.464 -0.470
*
```

Properties
highest occupied orbital energy: -0.318 Ha
relative energy (zero: lowest compared OMol25 entry of this formula, charge and spin): 0.0 kJ/mol
Kohn-Sham gap: 8.498 eV

Results of the natural (NBO) charge analysis, in e, for atoms 1 through 4:
1. N -0.858
2. C -0.246
3. C -0.508
4. S -0.084

***

5.
11 unconnected molecules or ions with the total composition C2H24ClN4O14 in a non-equilibrium geometry. Source: the Open Molecules 2025 dataset; level of theory: the ωB97M-V functional and the def2-TZVPD basis.

```
! RIJCOSX wB97M-V def2-TZVPD def2/J DEFGRID3
* xyz -1 1
Cl -11.399 11.954 -11.117
O -11.201 11.253 -9.953
O -11.165 11.175 -12.305
O -12.694 12.518 -11.187
O -10.445 13.021 -11.143
O -14.695 12.032 -15.113
H -14.304 11.770 -14.280
H -15.538 12.416 -14.872
O -10.529 12.947 -16.293
H -9.967 12.338 -15.813
H -10.036 13.768 -16.305
O -16.430 13.616 -8.770
H -15.880 13.676 -9.551
H -16.707 14.517 -8.602
O -6.240 12.660 -11.974
H -6.283 13.178 -11.171
H -7.097 12.780 -12.383
O -12.025 16.094 -13.812
H -12.926 16.181 -13.500
H -11.581 15.595 -13.126
O -14.160 10.604 -6.745
H -13.846 10.482 -5.849
H -13.364 10.700 -7.267
O -8.358 9.191 -7.041
H -8.703 10.075 -7.167
H -9.007 8.620 -7.453
O -16.601 9.819 -10.004
H -15.849 9.602 -10.554
H -17.357 9.730 -10.584
C -6.028 7.704 -11.887
O -5.518 6.759 -11.240
N -5.369 8.717 -12.280
N -7.294 7.996 -12.000
H -4.380 8.676 -12.079
H -6.010 9.441 -12.571
H -7.614 8.844 -12.444
H -7.948 7.242 -11.844
C -10.416 14.272 -5.627
O -9.480 13.566 -5.865
N -10.781 14.548 -4.425
N -11.204 14.874 -6.497
H -11.778 14.440 -4.304
H -10.129 14.199 -3.737
H -11.079 14.930 -7.498
H -11.965 15.388 -6.078
*
```

Properties
highest occupied orbital energy: -0.236 Ha
relative energy (zero: lowest compared OMol25 entry of this formula, charge and spin): 279.2 kJ/mol
Kohn-Sham gap: 8.690 eV

Results of the natural (NBO) charge analysis, in e, for atoms 1 through 4:
1. Cl 2.622
2. O -0.877
3. O -0.903
4. O -0.904

***

6.
10 unconnected molecules or ions with the total composition C2H24O11 in a non-equilibrium geometry. Source: the Open Molecules 2025 dataset; level of theory: the ωB97M-V functional and the def2-TZVPD basis.

```
! RIJCOSX wB97M-V def2-TZVPD def2/J DEFGRID3
* xyz -1 2
O -18.727 -3.972 14.932
H -17.808 -3.857 15.172
H -18.701 -4.301 14.033
O -21.171 -3.036 12.174
H -21.630 -3.010 13.014
H -20.484 -3.690 12.297
O -21.714 -0.737 18.775
H -22.468 -0.910 19.339
H -21.855 -1.294 18.009
O -19.045 0.785 15.357
H -19.222 -0.149 15.248
H -18.208 0.923 14.913
O -19.483 -4.069 18.728
H -19.638 -4.990 18.514
H -20.142 -3.592 18.225
O -23.281 -2.876 14.526
H -23.000 -1.965 14.441
H -23.806 -3.039 13.743
O -22.317 -3.207 17.340
H -22.550 -4.135 17.376
H -22.497 -2.950 16.435
O -18.414 -1.400 18.036
H -17.466 -1.283 17.972
H -18.529 -2.053 18.726
O -20.424 -1.760 15.374
H -19.872 -1.775 16.155
H -20.483 -2.677 15.105
C -22.829 0.135 11.983
C -21.880 0.302 13.200
O -22.448 -0.331 14.258
O -23.038 1.229 11.192
H -23.841 -0.168 12.250
H -22.417 -0.705 11.424
H -21.792 1.358 13.456
H -20.855 -0.036 13.044
H -21.712 -0.786 14.674
H -23.924 1.178 10.826
*
```

Properties
⟨S²⟩: 0.750
highest occupied orbital energy (spin up / spin down): 0.003 / -0.262 Ha
relative energy (zero: lowest compared OMol25 entry of this formula, charge and spin): 72.1 kJ/mol
Kohn-Sham gap (spin up / spin down): 2.724 / 9.894 eV

Results of the natural (NBO) charge analysis, in e, for atoms 1 through 4:
1. O -1.354
2. H 0.432
3. H 0.325
4. O -1.064

***

7.
12 unconnected molecules or ions with the total composition C2H25O13 in a non-equilibrium geometry. Source: the Open Molecules 2025 dataset; level of theory: the ωB97M-V functional and the def2-TZVPD basis.

```
! RIJCOSX wB97M-V def2-TZVPD def2/J DEFGRID3
* xyz -1 1
C -5.834 -17.591 -9.493
C -6.318 -16.378 -8.725
O -6.899 -15.474 -9.364
O -6.160 -16.137 -7.537
H -5.268 -18.321 -8.916
H -5.206 -17.151 -10.268
H -6.572 -18.193 -10.023
O -6.364 -14.760 -3.062
H -7.224 -14.896 -2.664
H -6.397 -15.254 -3.881
O -4.212 -21.184 -13.043
H -3.897 -20.477 -12.480
H -3.571 -21.885 -12.928
O -9.373 -12.598 -7.000
H -8.836 -13.189 -7.527
H -9.050 -11.723 -7.216
O -9.542 -18.533 -5.516
H -9.104 -18.573 -4.666
H -9.228 -17.720 -5.910
O -5.316 -11.935 -7.108
H -5.556 -12.847 -7.266
H -4.875 -11.660 -7.912
O -0.879 -19.224 -11.711
H -1.461 -18.648 -12.206
H -0.613 -19.895 -12.340
O -4.333 -22.359 -9.000
H -5.152 -22.579 -8.555
H -4.025 -21.568 -8.557
O -4.356 -18.360 -4.648
H -3.445 -18.086 -4.758
H -4.838 -17.856 -5.303
O -10.872 -13.698 -11.298
H -11.332 -12.985 -10.856
H -10.022 -13.743 -10.862
O -2.246 -13.007 -10.215
H -1.633 -13.324 -9.552
H -3.031 -13.540 -10.090
O -2.736 -16.582 -13.970
H -2.854 -15.635 -13.906
H -3.392 -16.863 -14.608
*
```

Properties
highest occupied orbital energy: -0.156 Ha
relative energy (zero: lowest compared OMol25 entry of this formula, charge and spin): 320.4 kJ/mol
Kohn-Sham gap: 6.448 eV

Results of the natural (NBO) charge analysis, in e, for atoms 1 through 4:
1. C -0.725
2. C 0.734
3. O -0.822
4. O -0.800

***

8.
A molecular structure, C2H27BeO12 in a non-equilibrium geometry. Source: the Open Molecules 2025 dataset; level of theory: the ωB97M-V functional and the def2-TZVPD basis.

```
! RIJCOSX wB97M-V def2-TZVPD def2/J DEFGRID3
* xyz 1 1
Be 1.438 1.358 1.208
C -1.659 0.206 0.405
C -0.578 -0.421 1.162
O 0.617 0.085 0.594
H -2.620 -0.345 0.759
H -1.619 -0.021 -0.676
H -1.886 1.255 0.521
H -0.633 -1.473 1.286
H -0.410 -0.077 2.173
O 0.416 2.529 1.758
H -0.208 2.913 1.118
H 0.649 3.328 2.206
O -3.427 -2.141 -1.814
H -3.623 -1.187 -1.746
H -4.147 -2.484 -2.380
O 2.090 -1.991 2.915
H 1.503 -2.597 2.510
H 2.889 -2.169 2.421
O 0.998 -4.123 1.116
H 1.439 -3.760 0.366
H 0.065 -3.926 0.975
O 0.276 -2.229 -1.032
H 0.134 -1.719 -0.239
H -0.223 -3.021 -1.011
O -1.447 2.000 -3.046
H -1.561 1.092 -2.908
H -2.110 2.314 -2.445
O 2.709 1.967 0.257
H 3.531 2.310 0.659
H 2.731 2.200 -0.700
O -1.281 -0.738 -2.900
H -0.466 -1.108 -2.558
H -1.970 -1.311 -2.607
O 2.155 0.764 2.640
H 3.062 0.944 2.876
H 1.930 -0.104 2.957
O -1.178 3.650 -0.013
H -1.953 3.274 -0.438
H -1.245 4.587 -0.208
O 2.163 -0.062 -1.911
H 2.056 0.252 -2.824
H 1.399 -0.022 -1.411
*
```

Properties
highest occupied orbital energy: -0.464 Ha
relative energy (zero: lowest compared OMol25 entry of this formula, charge and spin): 26.1 kJ/mol
Kohn-Sham gap: 9.143 eV

Results of the natural (NBO) charge analysis, in e, for atoms 1 through 4:
1. Be 1.705
2. C -0.644
3. C -0.091
4. O -1.124